Here is a single C18H19NO2 molecule from the Open Molecules 2025 dataset. Energies are from ωB97M-V with the def2-TZVPD basis set.

Values from the calculation:
net charge: 0
HOMO-LUMO gap: 7.901 eV
2S+1: 1
ΔE to the lowest compared entry with this formula, charge and spin: 228.1 kJ/mol

XYZ file:
```
40
C18H19NO2 (ωB97M-V with the def2-TZVPD basis set)
O -0.61 4.65 1.96
C -0.16 3.53 1.88
O 0.46 3.02 0.79
C 0.55 1.66 0.60
C 0.89 1.17 -0.66
C 1.15 -0.22 -0.83
C 1.26 -0.98 0.42
C 0.84 -0.45 1.67
C 0.40 0.83 1.74
C -0.11 1.39 3.03
C -0.52 2.68 2.97
C -1.23 3.22 4.17
C -1.19 1.90 5.19
C -0.34 0.82 4.38
C 1.72 -2.35 0.25
C 2.49 -2.65 -1.04
C 1.57 -2.22 -2.17
N 1.37 -0.73 -2.06
C 1.15 0.15 -3.29
C 0.14 1.23 -3.13
C 0.76 2.04 -1.95
H 0.75 -1.08 2.59
H -0.75 4.05 4.69
H -2.33 3.57 3.95
H -0.72 2.22 6.13
H -2.21 1.63 5.49
H 0.58 0.61 4.88
H -0.85 -0.12 4.34
H 2.24 -2.61 1.12
H 0.79 -2.89 0.18
H 2.95 -3.65 -1.04
H 3.45 -2.08 -0.95
H 1.98 -2.39 -3.16
H 0.62 -2.75 -2.09
H 0.93 -0.48 -4.25
H 2.09 0.56 -3.49
H -0.79 0.77 -2.88
H 0.00 1.84 -4.05
H 1.63 2.34 -2.37
H 0.21 2.94 -1.84
```

Here is 2 unconnected molecules or ions with the total composition C6H6IP from the Open Molecules 2025 dataset. Energies are from ωB97M-V with the def2-TZVPD basis set.

Values from the calculation:
net charge: 0
HOMO-LUMO gap (spin up / spin down): 8.367 / 7.977 eV
2S+1: 1
ΔE to the lowest compared entry with this formula, charge and spin: 149.0 kJ/mol

XYZ file:
```
14
C6H6IP (ωB97M-V with the def2-TZVPD basis set)
C -1.47 -1.04 -1.56
C -1.53 -0.62 -0.28
C -0.36 -0.83 -2.25
C 0.74 -0.07 -1.88
C -0.62 0.33 0.18
C -0.63 1.60 2.81
P 0.84 0.89 -0.39
I 0.82 0.54 3.82
H -2.25 -1.55 -2.10
H -2.36 -0.87 0.38
H -0.14 -1.21 -3.22
H 1.45 0.23 -2.73
H -1.63 1.18 2.45
H -0.21 2.27 1.99
```

Here is a molecular structure, C29H24Cl2N5O2PSTl from the Open Molecules 2025 dataset. Energies are from ωB97M-V with the def2-TZVPD basis set.

Values from the calculation:
net charge: -1
HOMO-LUMO gap: 6.384 eV
2S+1: 1
ΔE to the lowest compared entry with this formula, charge and spin: 40.6 kJ/mol

XYZ file:
```
65
C29H24Cl2N5O2PSTl (ωB97M-V with the def2-TZVPD basis set)
Tl 0.45 -0.47 1.09
Cl -3.53 -0.06 -5.15
C -3.13 -0.26 -3.47
C -1.80 -0.46 -3.12
C -1.40 -0.64 -1.79
N -0.06 -0.81 -1.39
C 0.89 -1.14 -2.27
O 0.81 -1.37 -3.49
C 2.31 -1.27 -1.74
C 3.36 -0.89 -2.58
C 4.66 -1.04 -2.16
C 4.89 -1.59 -0.90
C 3.80 -1.95 -0.14
N 2.54 -1.79 -0.54
C -2.41 -0.58 -0.77
C -3.74 -0.38 -1.16
C -4.10 -0.23 -2.49
Cl -5.78 0.00 -2.88
N -2.01 -0.63 0.57
C -2.90 -0.81 1.55
O -4.12 -1.04 1.49
C -2.35 -0.68 2.96
C -3.11 0.00 3.91
C -2.62 0.12 5.20
C -1.41 -0.48 5.51
C -0.73 -1.14 4.51
N -1.18 -1.24 3.26
H -1.06 -0.49 -3.89
H 3.11 -0.48 -3.56
H 5.49 -0.73 -2.79
H 5.90 -1.75 -0.53
H 3.93 -2.38 0.85
H -4.50 -0.35 -0.40
H -4.06 0.41 3.61
H -3.18 0.66 5.95
H -0.99 -0.43 6.51
H 0.23 -1.62 4.71
C -0.21 4.69 1.14
P -0.29 2.87 0.78
C -1.77 2.87 -0.30
C 1.07 2.76 -0.45
C 0.88 2.57 -1.81
C 1.97 2.48 -2.67
C 3.26 2.57 -2.17
C 3.47 2.73 -0.81
C 2.38 2.81 0.05
H -0.23 5.29 0.22
H 0.70 4.91 1.69
H -1.07 4.95 1.76
H -1.72 3.64 -1.07
H -2.64 3.05 0.33
H -1.89 1.88 -0.75
H -0.12 2.46 -2.22
H 1.81 2.32 -3.73
H 4.11 2.50 -2.84
H 4.47 2.76 -0.41
H 2.54 2.89 1.12
S -0.65 -5.41 0.04
C 0.59 -5.38 1.23
C 0.80 -4.11 1.64
N 0.02 -3.16 1.03
C -0.79 -3.69 0.17
H 1.08 -6.29 1.56
H 1.53 -3.80 2.38
H -1.50 -3.14 -0.43
```

Here is a molecular structure, C41H28BBaF11IN6O2P from the Open Molecules 2025 dataset. Energies are from ωB97M-V with the def2-TZVPD basis set.

Values from the calculation:
net charge: -2
HOMO-LUMO gap: 4.723 eV
2S+1: 1
ΔE to the lowest compared entry with this formula, charge and spin: 208.6 kJ/mol

XYZ file:
```
92
C41H28BBaF11IN6O2P (ωB97M-V with the def2-TZVPD basis set)
Ba 0.05 0.93 -0.48
O -1.05 -0.52 -2.87
C -0.88 -1.57 -2.26
C -0.61 -2.91 -2.51
C -1.55 -3.83 -3.07
C -1.25 -5.17 -3.14
C -0.04 -5.70 -2.66
C 0.86 -4.83 -2.07
C 0.60 -3.47 -1.95
P 1.52 -2.26 -1.01
C 2.61 -1.33 -2.13
C 2.95 0.01 -1.63
C 3.96 0.85 -2.55
C 4.44 0.13 -3.73
C 3.92 -1.03 -4.16
C 2.96 -1.76 -3.35
C 2.73 -3.20 0.00
C 2.24 -4.12 0.94
C 3.10 -4.77 1.81
C 4.46 -4.51 1.77
C 4.95 -3.60 0.85
C 4.10 -2.96 -0.03
H -2.49 -3.46 -3.45
H -1.99 -5.84 -3.58
H 0.17 -6.76 -2.72
H 1.79 -5.21 -1.65
H 3.14 0.08 -0.56
H 4.72 1.41 -2.00
H 5.26 0.58 -4.30
H 4.28 -1.48 -5.07
H 2.58 -2.72 -3.71
H 1.17 -4.32 0.98
H 2.69 -5.48 2.53
H 5.13 -5.01 2.47
H 6.02 -3.38 0.82
H 4.49 -2.25 -0.76
N -3.46 1.05 -2.33
C -3.76 0.87 -1.04
N -4.91 1.36 -0.58
C -5.18 1.03 0.67
N -6.32 1.55 1.22
N -4.46 0.21 1.45
C -3.30 -0.16 0.90
N -2.87 0.17 -0.30
C -2.40 -1.01 1.73
C -2.91 -1.73 2.80
C -2.03 -2.51 3.54
C -0.69 -2.52 3.20
C -0.27 -1.75 2.13
N -1.11 -1.02 1.39
H -3.96 1.75 -2.84
H -2.56 0.70 -2.67
H -6.65 2.39 0.77
H -6.31 1.57 2.23
H -3.96 -1.67 3.03
H -2.40 -3.10 4.37
H 0.04 -3.10 3.75
H 0.77 -1.69 1.85
I -0.93 3.40 -3.27
C -2.16 4.64 -2.13
C -2.72 5.74 -2.74
C -3.53 6.61 -1.98
C -3.76 6.37 -0.66
C -3.18 5.24 -0.02
C -3.40 5.01 1.36
C -2.82 3.93 1.96
C -2.03 3.03 1.19
C -1.79 3.16 -0.16
C -2.37 4.33 -0.75
H -2.53 5.94 -3.78
H -3.97 7.48 -2.47
H -4.37 7.04 -0.07
H -4.01 5.71 1.92
H -2.97 3.75 3.02
H -1.62 2.18 1.74
F 1.57 1.19 -3.48
B 2.47 1.31 -2.42
F 2.12 2.43 -1.61
F 3.77 2.90 3.47
C 2.74 2.65 2.62
F 1.80 3.59 2.86
F 3.19 2.85 1.39
C 2.13 1.22 2.78
O 1.38 0.91 1.73
C 1.28 1.19 4.09
F 0.08 1.74 3.91
F 1.86 1.83 5.13
F 1.07 -0.08 4.50
C 3.31 0.20 2.93
F 3.90 0.24 4.15
F 2.89 -1.06 2.75
F 4.27 0.43 2.02
```

Here is a molecular structure, C13H18BrCl3N5NdO4 from the Open Molecules 2025 dataset. Energies are from ωB97M-V with the def2-TZVPD basis set.

Values from the calculation:
net charge: +2
HOMO-LUMO gap (spin up / spin down): 9.596 / 9.653 eV
2S+1: 4
expectation value of S²: 3.7528
ΔE to the lowest compared entry with this formula, charge and spin: 0.0 kJ/mol

XYZ file:
```
45
C13H18BrCl3N5NdO4 (ωB97M-V with the def2-TZVPD basis set)
Nd 0.64 -2.23 0.60
N 0.77 0.20 1.24
C -0.70 0.49 1.26
C -1.03 1.97 1.48
C -0.60 2.91 0.35
C -1.29 4.28 0.45
N -2.74 4.21 0.33
C -3.43 4.10 -0.80
N -4.76 4.11 -0.76
N -2.81 4.00 -1.97
C -1.37 -0.08 -0.04
O -2.24 0.55 -0.58
O -0.90 -1.24 -0.40
H 1.15 0.42 2.15
H 1.22 0.84 0.59
H -1.12 -0.07 2.09
H -0.58 2.31 2.42
H -2.11 2.03 1.60
H -0.86 2.45 -0.61
H 0.48 3.09 0.37
H -0.89 4.95 -0.32
H -1.07 4.74 1.41
H -3.27 4.27 1.19
H -5.27 4.23 0.10
H -5.31 4.01 -1.60
H -1.81 3.91 -2.02
H -3.33 3.90 -2.82
Cl 0.13 -6.61 2.15
C 0.34 -4.96 1.75
Cl 1.84 -4.70 0.76
Cl -0.99 -4.35 0.68
C 0.42 -3.95 3.03
O 0.34 -4.44 4.11
O 0.57 -2.74 2.63
Br 5.74 -4.36 -3.54
C 4.45 -3.49 -2.51
C 3.11 -3.49 -2.88
C 2.20 -2.84 -2.08
N 2.54 -2.19 -0.95
C 3.83 -2.19 -0.60
C 4.82 -2.82 -1.34
H 2.79 -3.99 -3.79
H 1.15 -2.80 -2.37
H 4.09 -1.66 0.30
H 5.85 -2.78 -1.03
```